1.
83
Properties=species:S:1:pos:R:3 method="wB97M-V/def2-TZVPD" e_above_lowest_kj_mol=0.0 e_homo_ev="-5.0 / -5.0" multiplicity=4 orbital_gap_ev="7.24 / 7.38" charge=-1 e_tot_ha=-8482.288631 s_squared=3.82
Cr 0.240 0.243 0.086
C -2.392 -2.375 2.123
Si -1.351 -2.906 0.658
C -2.401 -2.720 -0.895
C -0.984 -4.760 0.885
C 0.211 -1.906 0.454
C 0.842 -1.991 -0.868
C 0.900 -3.055 -1.777
C 1.581 -2.884 -2.963
C 2.189 -1.661 -3.254
C 2.055 -0.636 -2.347
N 1.401 -0.804 -1.198
Si 1.570 -1.991 1.763
C 0.958 -2.755 3.364
C 2.965 -3.065 1.082
C 2.322 -0.310 2.140
H -3.260 -3.036 2.198
H -2.764 -1.357 2.000
H -1.854 -2.425 3.070
H -3.433 -3.027 -0.706
H -2.019 -3.323 -1.723
H -2.408 -1.678 -1.220
H -1.717 -5.198 1.567
H 0.008 -4.941 1.305
H -1.049 -5.303 -0.061
H 0.429 -3.995 -1.525
H 1.649 -3.703 -3.669
H 2.732 -1.504 -4.175
H 2.451 0.356 -2.532
H 0.394 -3.674 3.191
H 0.317 -2.065 3.918
H 1.810 -2.997 4.004
H 2.618 -4.086 0.900
H 3.802 -3.111 1.783
H 3.345 -2.672 0.135
H 1.607 0.423 2.523
H 2.819 0.130 1.271
H 3.086 -0.425 2.914
Se 1.686 2.433 -0.426
P 1.068 3.760 1.210
Se 1.633 3.265 3.191
C -0.723 4.093 1.077
C -1.469 3.705 -0.027
C -2.818 4.028 -0.100
C -3.417 4.753 0.918
C -2.671 5.141 2.025
C -1.330 4.806 2.110
C 1.789 5.370 0.704
C 2.978 5.803 1.277
C 3.558 6.994 0.864
C 2.951 7.761 -0.120
C 1.762 7.332 -0.694
C 1.184 6.139 -0.287
H -1.004 3.134 -0.820
H -3.397 3.695 -0.953
H -4.468 5.009 0.858
H -3.141 5.691 2.830
H -0.747 5.069 2.984
H 3.432 5.204 2.057
H 4.485 7.325 1.317
H 3.397 8.696 -0.438
H 1.283 7.926 -1.462
H 0.259 5.804 -0.740
N -1.697 -0.682 5.734
C -1.707 0.006 4.801
N -1.780 0.830 3.789
C -1.266 0.786 2.647
N -0.854 0.846 1.549
C -3.954 0.458 -4.296
Si -2.188 1.080 -4.176
C -2.166 2.910 -4.590
C -1.114 0.191 -5.437
C -1.500 0.749 -2.529
C -0.951 0.512 -1.465
H -4.383 0.689 -5.274
H -4.581 0.920 -3.531
H -3.996 -0.624 -4.150
H -2.447 3.050 -5.637
H -1.169 3.331 -4.446
H -2.861 3.483 -3.973
H -1.490 0.321 -6.455
H -1.065 -0.877 -5.217
H -0.095 0.583 -5.396

=====

2.
85
Properties=species:S:1:pos:R:3 method="wB97M-V/def2-TZVPD" e_homo_ev="-10.2 / -10.4" multiplicity=6 orbital_gap_ev="7.97 / 6.24" charge=+1 e_tot_ha=-2432.355103 s_squared=8.77
Rh 2.288 0.592 1.315
N 2.138 -1.131 2.986
C 2.155 -0.574 4.342
C 1.306 0.711 4.468
N 1.454 1.650 3.349
C 2.500 2.656 3.575
C 3.912 2.076 3.677
N 4.237 1.249 2.510
C 0.198 2.359 3.056
C -0.993 1.446 2.696
N -0.612 0.260 1.945
H 2.955 -1.711 2.826
H 1.326 -1.724 2.839
H 1.770 -1.293 5.077
H 3.190 -0.373 4.607
H 0.261 0.412 4.532
H 1.557 1.193 5.422
H 2.473 3.352 2.733
H 2.294 3.221 4.498
H 4.607 2.918 3.775
H 3.992 1.475 4.583
H 4.715 1.812 1.792
H 4.879 0.506 2.767
H -0.089 2.992 3.909
H 0.400 3.008 2.200
H -1.553 1.148 3.587
H -1.677 2.040 2.083
H -0.484 -0.533 2.565
H 0.289 0.432 1.459
F 4.545 4.070 0.201
C 4.837 2.767 -0.011
F 5.811 2.691 -0.938
C 2.672 2.469 -0.992
F 3.024 3.286 -1.988
F 1.912 3.228 -0.135
F 2.724 0.391 -2.088
C -6.935 -3.014 -1.519
C -5.590 -2.393 -1.316
C -5.111 -2.103 -0.051
C -3.864 -1.519 0.145
C -3.451 -1.217 1.552
C -3.063 -1.231 -0.956
Te -1.066 -0.248 -0.843
N 1.193 0.641 -0.398
C 1.779 1.258 -1.471
O 3.750 1.979 -0.306
C 0.873 1.833 -2.543
C -0.240 2.576 -2.162
C -1.018 3.186 -3.131
C -0.687 3.061 -4.471
C 0.434 2.338 -4.843
C 1.223 1.730 -3.882
C -0.129 -2.147 -1.020
C -0.293 -3.023 0.047
C 0.324 -4.258 0.043
C 1.097 -4.638 -1.043
C 1.228 -3.780 -2.116
C 0.623 -2.525 -2.126
C 0.812 -1.663 -3.329
C -3.536 -1.497 -2.242
C -2.727 -1.197 -3.469
C -4.784 -2.080 -2.400
H -7.409 -3.241 -0.568
H -6.843 -3.935 -2.092
H -7.582 -2.339 -2.077
H -5.719 -2.328 0.812
H -3.845 -1.969 2.233
H -3.844 -0.246 1.857
H -2.369 -1.182 1.624
H -0.472 2.698 -1.110
H -1.873 3.773 -2.834
H -1.295 3.535 -5.228
H 0.711 2.256 -5.882
H 2.111 1.188 -4.166
H -0.922 -2.735 0.877
H 0.201 -4.925 0.882
H 1.592 -5.596 -1.052
H 1.796 -4.081 -2.983
H 0.422 -2.164 -4.214
H 1.873 -1.483 -3.493
H 0.309 -0.702 -3.212
H -2.159 -0.269 -3.346
H -3.376 -1.092 -4.336
H -2.031 -2.013 -3.664
H -5.138 -2.291 -3.398

=====

3.
86
Properties=species:S:1:pos:R:3 method="wB97M-V/def2-TZVPD" e_above_lowest_kj_mol=173.8 e_homo_ev="-16.0 / -15.8" multiplicity=2 orbital_gap_ev="7.82 / 6.44" charge=+3 e_tot_ha=-2989.759812 s_squared=0.76
Ru -0.183 0.129 0.179
C -3.785 1.049 1.655
P -2.140 1.572 1.038
C -1.745 2.895 2.259
C -2.678 2.585 -0.417
C -1.544 2.959 -1.362
P -0.517 1.505 -1.886
C -1.731 0.462 -2.775
C 0.390 2.189 -3.328
H -4.369 1.932 1.913
H -3.685 0.432 2.546
H -4.311 0.488 0.884
H -2.665 3.394 2.563
H -1.080 3.631 1.812
H -1.269 2.476 3.144
H -3.162 3.493 -0.047
H -3.438 2.008 -0.950
H -0.873 3.671 -0.873
H -1.951 3.443 -2.254
H -2.296 1.063 -3.486
H -2.414 -0.023 -2.075
H -1.176 -0.303 -3.320
H -0.292 2.788 -3.930
H 0.763 1.366 -3.939
H 1.236 2.804 -3.029
C 3.200 -2.045 -2.353
C 2.454 -1.147 -1.587
N 1.207 -1.367 -1.222
C 0.610 -2.511 -1.614
C 1.273 -3.474 -2.417
C 2.608 -3.213 -2.775
C 0.581 -4.655 -2.819
C -0.705 -4.872 -2.446
C -1.398 -3.936 -1.625
C -2.728 -4.130 -1.213
C -3.321 -3.207 -0.384
C -2.577 -2.098 0.028
N -1.340 -1.874 -0.369
C -0.738 -2.760 -1.188
H 4.222 -1.815 -2.606
H 2.893 -0.208 -1.267
H 3.157 -3.923 -3.376
H 1.102 -5.380 -3.426
H -1.229 -5.769 -2.741
H -3.267 -5.006 -1.544
H -4.337 -3.327 -0.044
H -3.006 -1.371 0.709
N 3.571 3.971 2.101
C 3.753 2.535 2.440
C 2.436 1.787 2.195
N 1.951 1.911 0.826
C 1.852 3.314 0.446
C 3.145 4.111 0.683
H 4.444 4.492 2.262
H 2.856 4.377 2.722
H 4.050 2.432 3.484
H 4.555 2.129 1.819
H 1.659 2.176 2.861
H 2.587 0.733 2.430
H 2.586 1.431 0.189
H 1.040 3.770 1.019
H 1.598 3.379 -0.613
H 2.976 5.163 0.449
H 3.956 3.746 0.051
O 5.424 -4.472 5.192
S 4.764 -5.579 5.833
O 4.036 -6.487 4.988
O 5.269 -6.032 7.084
C 3.187 -4.592 6.357
N 2.795 -4.600 7.585
C 1.763 -3.813 7.875
C 1.161 -3.034 6.891
C 1.660 -3.135 5.586
N 2.699 -3.952 5.355
C 1.206 -2.371 4.425
C 0.188 -1.412 4.467
C -0.069 -0.653 3.343
N 0.611 -0.768 2.196
C 1.543 -1.732 2.133
C 1.864 -2.545 3.199
H 1.432 -3.816 8.906
H 0.337 -2.386 7.145
H -0.388 -1.234 5.359
H -0.837 0.110 3.362
H 2.076 -1.826 1.193
H 2.640 -3.290 3.117

=====

4.
89
Properties=species:S:1:pos:R:3 method="wB97M-V/def2-TZVPD" e_above_lowest_kj_mol=85.1 e_homo_ev=-8.3 orbital_gap_ev=8.23 e_tot_ha=-12482.869971
Sc -0.013 0.341 0.437
O -5.319 1.252 -0.982
C -5.029 0.019 -1.523
C -6.068 -0.657 -2.149
C -5.842 -1.912 -2.691
C -4.586 -2.499 -2.599
C -3.555 -1.809 -1.983
C -3.757 -0.542 -1.451
C -2.597 0.198 -0.823
O -1.650 -0.610 -0.269
N -1.962 1.011 -1.891
N -0.789 1.556 -1.424
C -0.400 2.686 -1.864
C 0.917 3.234 -1.531
Br 2.332 1.972 -1.576
C 1.160 4.506 -1.235
C 0.081 5.494 -1.072
C 0.210 6.772 -1.620
C -0.809 7.699 -1.484
C -1.962 7.367 -0.782
C -2.084 6.111 -0.208
C -1.068 5.176 -0.347
H -4.804 1.371 -0.170
H -7.044 -0.191 -2.188
H -6.654 -2.438 -3.177
H -4.414 -3.486 -3.009
H -2.566 -2.239 -1.891
H -2.980 0.900 -0.057
H -2.594 1.706 -2.287
H -1.035 3.274 -2.527
H 2.181 4.828 -1.070
H 1.113 7.031 -2.161
H -0.703 8.684 -1.919
H -2.755 8.096 -0.669
H -2.967 5.863 0.368
H -1.122 4.215 0.151
C 0.087 -3.787 2.559
As 0.763 -1.993 2.136
C 1.124 -1.382 3.940
C 2.517 -2.548 1.483
C 3.478 -3.081 2.335
C 4.709 -3.492 1.846
C 4.986 -3.377 0.492
C 4.032 -2.853 -0.367
C 2.797 -2.436 0.119
As 1.454 -1.635 -1.044
C 2.408 -1.490 -2.733
C 0.320 -3.168 -1.443
H 0.842 -4.328 3.130
H -0.134 -4.342 1.649
H -0.819 -3.705 3.156
H 1.649 -2.147 4.511
H 0.160 -1.180 4.407
H 1.690 -0.455 3.909
H 3.274 -3.168 3.395
H 5.453 -3.894 2.521
H 5.947 -3.691 0.105
H 4.266 -2.762 -1.420
H 3.279 -0.847 -2.618
H 1.736 -1.033 -3.458
H 2.716 -2.472 -3.090
H 0.928 -4.050 -1.639
H -0.282 -2.924 -2.319
H -0.354 -3.351 -0.608
C -5.120 -1.499 1.378
N -3.886 -1.134 2.064
C -2.948 -2.229 2.260
C -3.494 0.122 2.322
S -1.925 0.527 2.777
N -4.460 1.110 2.201
C -4.015 2.503 2.206
C -5.732 0.943 2.912
H -4.879 -2.156 0.542
H -5.617 -0.619 0.985
H -5.802 -2.021 2.054
H -3.508 -3.164 2.249
H -2.446 -2.115 3.219
H -2.202 -2.229 1.463
H -3.161 2.634 1.544
H -3.710 2.830 3.204
H -4.849 3.116 1.861
H -5.834 -0.070 3.288
H -6.579 1.168 2.261
H -5.756 1.622 3.767
O -0.019 2.257 1.178
Se 1.431 2.166 2.069
O 1.148 2.136 3.646
O 1.784 0.598 1.510
O 2.484 3.250 1.536

=====

5.
88
Properties=species:S:1:pos:R:3 method="wB97M-V/def2-TZVPD" e_above_lowest_kj_mol=350.5 e_homo_ev="-10.6 / -10.6" multiplicity=4 orbital_gap_ev="5.28 / 5.49" charge=+1 e_tot_ha=-5328.172033 s_squared=3.90
Re 1.741 0.244 -0.266
C -0.814 -1.603 1.005
C 0.012 -2.114 -0.008
C 1.426 -1.884 0.392
C 1.332 -0.998 1.551
C -0.076 -0.931 1.963
C -0.584 -0.356 3.243
C -2.018 0.171 3.102
C 0.331 0.764 3.740
C -0.568 -1.530 4.253
C 2.532 -2.968 0.437
C 1.968 -4.121 1.286
C 2.974 -3.504 -0.926
C 3.786 -2.430 1.143
C -0.587 -2.686 -1.259
C 0.217 -2.359 -2.522
C -2.009 -2.143 -1.486
C -0.712 -4.217 -1.110
H -1.882 -1.681 0.992
H 2.088 -0.997 2.326
H -2.076 0.928 2.324
H -2.339 0.618 4.038
H -2.709 -0.632 2.868
H 0.472 1.508 2.961
H 1.303 0.380 4.027
H -0.107 1.247 4.609
H -1.186 -2.352 3.902
H -0.957 -1.198 5.211
H 0.445 -1.893 4.399
H 1.116 -4.590 0.807
H 1.654 -3.758 2.260
H 2.737 -4.877 1.425
H 2.177 -4.021 -1.448
H 3.771 -4.228 -0.776
H 3.367 -2.702 -1.547
H 3.635 -2.326 2.213
H 4.081 -1.472 0.723
H 4.599 -3.136 0.996
H 0.073 -1.315 -2.782
H -0.155 -2.959 -3.350
H 1.278 -2.538 -2.413
H -2.030 -1.060 -1.413
H -2.724 -2.564 -0.785
H -2.320 -2.424 -2.488
H 0.250 -4.708 -1.196
H -1.353 -4.589 -1.904
H -1.160 -4.477 -0.156
O 1.090 2.417 -3.821
P 1.226 1.370 -2.661
O -0.140 0.864 -2.300
O 1.975 1.931 -1.479
O 2.106 0.161 -3.230
P 3.599 -0.124 -2.652
O 4.289 1.300 -2.885
O 4.246 -1.217 -3.356
O 3.440 -0.311 -1.128
H 1.906 2.721 -4.213
H 5.194 1.172 -3.173
C 3.368 2.888 1.317
O 2.023 2.452 1.163
C 1.139 3.310 0.584
C 1.349 4.665 0.386
C 0.368 5.425 -0.238
Br 0.752 7.227 -0.654
C -0.850 4.884 -0.602
C -1.064 3.523 -0.428
C -0.056 2.729 0.122
O -0.196 1.353 0.165
C -2.393 2.969 -0.696
N -3.451 3.446 -0.090
C -4.497 2.653 -0.447
C -5.835 2.685 -0.051
C -6.676 1.725 -0.571
C -6.213 0.756 -1.465
C -4.893 0.717 -1.886
C -4.032 1.657 -1.346
N -2.680 1.882 -1.472
H 3.802 3.158 0.352
H 3.902 2.035 1.732
H 3.436 3.735 2.002
H 2.265 5.140 0.694
H -1.616 5.496 -1.047
H -0.487 1.109 -0.773
H -6.173 3.432 0.645
H -7.718 1.713 -0.292
H -6.902 0.016 -1.842
H -4.557 -0.008 -2.611
H -2.042 1.428 -2.116

=====

M, respectively: 794.85 825.20 754.80 952.43 914.74 g/mol.